C4H9N2O | the ωB97M-V functional and the def2-TZVPD basis

Atoms and positions in Å:
1 C 1.46074 1.67933 -0.41087
2 C 0.37125 0.69526 -0.44690
3 C -0.43873 0.72002 -1.60890
4 N 0.20752 -0.19850 0.80132
5 N -0.58507 -1.15111 0.60808
6 C -0.68274 -1.87131 1.87112
7 O -1.10704 -1.50436 -0.40215
8 H 0.92802 2.60800 -0.35143
9 H 2.00138 1.69266 -1.32046
10 H 2.01998 1.47772 0.51600
11 H -0.14954 1.58652 -2.19880
12 H -1.52974 0.74958 -1.49232
13 H -0.45426 -0.27706 -2.17420
14 H -1.69688 -2.17072 2.17151
15 H -0.24697 -1.24944 2.79463
16 H -0.09793 -2.78661 1.64336

The LUMO energy is -6.47 eV. Its HOMO energy is -16.0 eV. As for the net charge: +1. As for the orbital gap: 9.568 eV. As for the SMILES: CC(C)=N[N+](C)=O. The multiplicity is 1.



C4H8N2O | the ωB97M-V functional and the def2-TZVPD basis

Atoms and positions in Å:
1 C -1.69264 0.78052 0.68103
2 N -0.41451 0.08252 0.76135
3 C 0.18671 -0.21703 -0.53336
4 C -0.29517 -1.49094 -1.11016
5 N -0.66633 -2.51047 -1.51321
6 C 1.71823 -0.20410 -0.38061
7 O 2.10444 1.00982 0.19819
8 H -2.44514 0.26677 0.06335
9 H -2.09498 0.90667 1.68951
10 H -1.52380 1.77857 0.26300
11 H -0.50900 -0.77302 1.30130
12 H -0.08403 0.59187 -1.22167
13 H 2.19592 -0.28297 -1.36153
14 H 2.03087 -1.07270 0.22146
15 H 1.48943 1.13450 0.94135

The LUMO energy is 0.83 eV. Its HOMO energy is -10.1 eV. As for the net charge: 0. As for the orbital gap: 10.957 eV. As for the SMILES: CN[C@H](C#N)CO. The multiplicity is 1.



C3H11N2S | the ωB97M-V functional and the def2-TZVPD basis

Atoms and positions in Å:
1 C -0.95021 -1.36987 0.86357
2 C -0.64915 -0.02066 0.28341
3 N -1.01977 -0.28389 -1.27399
4 N 0.77024 0.42797 0.18154
5 C 1.19724 1.78126 0.54611
6 S 1.85987 -0.84875 -0.10634
7 H -0.64698 -2.17251 0.26958
8 H -0.47773 -1.62310 1.81056
9 H -2.00843 -1.46257 1.05739
10 H -1.26808 0.77573 0.61234
11 H -0.67392 0.61287 -1.73136
12 H -1.98208 -0.32084 -1.39028
13 H -0.54995 -1.24501 -1.49686
14 H 2.43824 1.62955 0.62725
15 H 1.06303 2.40043 -0.32083
16 H 0.73591 2.26657 1.38863
17 H 2.16177 -0.54717 -1.32071

The LUMO energy is -3.54 eV. Its HOMO energy is -13.3 eV. As for the net charge: +1. As for the orbital gap: 9.731 eV. As for the SMILES: C[C@H]([NH3+])N(C)S. The multiplicity is 1.



C3H6O2P | the ωB97M-V functional and the def2-TZVPD basis

Atoms and positions in Å:
1 C -2.78240 -0.49889 -0.69556
2 C -2.05590 0.37335 -0.04543
3 C 1.61498 -0.44629 0.88955
4 O 2.06818 2.13364 0.08621
5 O 1.82103 -0.27478 -0.50210
6 P 1.90945 1.23654 -1.14990
7 H -2.47464 -1.03451 -1.65315
8 H -3.81396 -0.61618 -0.16953
9 H -1.06383 0.63777 -0.33247
10 H 0.51144 -0.76921 0.85515
11 H 1.88069 0.42556 1.38324
12 H 2.38495 -1.16699 1.33398

The LUMO energy (alpha / beta) is 2.85 / 2.85 eV. Its HOMO energy (alpha / beta) is -1.3 / -1.3 eV. As for the net charge: -1. As for the orbital gap (alpha / beta): 4.110 / 4.112 eV. The multiplicity is 1.



C3H7N | the ωB97M-V functional and the def2-TZVPD basis

Atoms and positions in Å:
1 C -0.21214 -0.48134 1.30142
2 N -0.40508 0.34606 0.28197
3 C 0.42359 0.93078 -0.60385
4 C -0.71258 0.12050 -1.11696
5 H 1.42101 -0.89738 0.39355
6 H -0.93449 -1.28186 1.43624
7 H 0.30149 -0.08763 2.17384
8 H 0.70285 1.97187 -0.69545
9 H 1.55113 -0.28156 -0.20614
10 H -1.66904 0.52832 -1.44529
11 H -0.46673 -0.86775 -1.51933

The LUMO energy is 1.12 eV. Its HOMO energy is -8.0 eV. As for the net charge: 0. As for the orbital gap: 9.124 eV. The multiplicity is 1.



CH2N2O3S | the ωB97M-V functional and the def2-TZVPD basis

Atoms and positions in Å:
1 O -1.66076 -0.52533 1.44766
2 S -1.31578 -0.24129 0.11974
3 O -2.29663 -0.62254 -0.91548
4 N -0.36459 1.51205 0.04985
5 N 0.78699 1.27130 0.03397
6 C 1.15551 -0.13518 -0.16678
7 O 0.09040 -0.93601 -0.32626
8 H 1.90968 0.02220 -0.92304
9 H 1.69518 -0.34520 0.68033

The LUMO energy is -0.06 eV. Its HOMO energy is -10.4 eV. As for the net charge: 0. As for the orbital gap: 10.388 eV. As for the SMILES: O=S1(=O)N=NCO1. The multiplicity is 1.



C4H7NO | the ωB97M-V functional and the def2-TZVPD basis

Atoms and positions in Å:
1 O 1.99849 0.57427 -1.22057
2 C 1.18842 0.42190 -0.33532
3 C 0.74809 -0.91614 -0.02597
4 C -0.67984 -0.78377 0.23655
5 C -1.18306 0.56450 0.31521
6 N 0.57081 1.47275 0.14205
7 H 0.91522 -1.55093 -0.89146
8 H 1.30723 -1.30578 0.80791
9 H -1.21257 -1.23532 -0.62215
10 H -0.97042 -1.41287 1.06164
11 H -2.06734 0.69226 -0.32513
12 H -1.33810 1.12047 1.20392
13 H 0.72308 2.35867 -0.34667

The LUMO energy is 0.35 eV. Its HOMO energy is -9.0 eV. As for the net charge: 0. As for the orbital gap: 9.316 eV. The multiplicity is 1.



C15H23BCeN6Si | the ωB97M-V functional and the def2-TZVPD basis

Atoms and positions in Å:
1 H -2.73488 -0.89834 0.43436
2 N -0.92958 -1.44463 -0.46958
3 B 0.79040 -2.45617 -1.98623
4 N -0.64544 -2.33338 -1.50244
5 C -1.74249 -2.99395 -1.89201
6 Ce 0.87349 -0.00719 1.11193
7 H -1.65513 -3.75157 -2.66171
8 C -2.80334 -2.50904 -1.13810
9 H -3.81797 -2.84254 -1.19065
10 C -2.25990 -1.53104 -0.29374
11 H 0.88110 -3.29417 -2.84490
12 C 2.78251 0.98516 1.48352
13 H 2.31517 1.19685 2.57448
14 H 3.10918 1.75705 0.82428
15 H 3.55439 0.21856 1.39676
16 N 1.63757 -2.70636 -0.71529
17 N 1.22074 -1.08913 -2.49202
18 N 1.65511 -1.80925 0.35437
19 N 1.29740 0.01396 -1.64167
20 C 2.40113 -3.77091 -0.46543
21 C 1.57939 -0.76889 -3.74191
22 H 2.47251 -4.55484 -1.22979
23 H 1.59425 -1.54591 -4.49551
24 C 2.95719 -3.64921 0.82854
25 C 1.85397 0.59046 -3.75776
26 C 2.45881 -2.45980 1.33321
27 C 1.62990 1.04295 -2.44960
28 H 3.62251 -4.36887 1.29942
29 H 2.17422 1.15119 -4.61270
30 H 2.63627 -1.96756 2.31160
31 H 1.69155 2.04484 -2.05981
32 H -0.99620 0.18880 2.07938
33 C -3.40725 3.39307 3.87622
34 Si -2.62091 3.87985 2.24253
35 C -3.92552 4.37943 1.00165
36 C -1.39886 5.27781 2.49030
37 C -1.64614 2.38127 1.71677
38 C -0.93170 1.35748 1.47268
39 H -3.92584 4.22263 4.37373
40 H -2.63193 3.01362 4.55469
41 H -4.12453 2.57529 3.72996
42 H -4.54398 5.21339 1.36183
43 H -3.47305 4.68929 0.05083
44 H -4.59705 3.54199 0.77434
45 H -0.56403 4.93511 3.11542
46 H -0.96680 5.59301 1.53177
47 H -1.85353 6.15533 2.96911

The LUMO energy is -9.38 eV. Its HOMO energy is -14.5 eV. As for the net charge: +2. As for the orbital gap: 5.070 eV. The multiplicity is 1.



C6H11NO | the ωB97M-V functional and the def2-TZVPD basis

Atoms and positions in Å:
1 C 0.72555 0.15318 0.30572
2 C 1.44141 0.26402 -1.00443
3 C 0.64026 1.40265 1.14178
4 C -1.34499 0.23146 -0.24688
5 C -1.02024 -1.06313 0.28639
6 C -0.79372 -2.13336 -0.54288
7 O -1.37208 -1.31455 1.59776
8 N -1.65798 1.12899 -1.01436
9 H -1.95314 -0.59927 1.89927
10 H 1.07531 -0.68975 0.89335
11 H -0.95408 1.62138 -1.57489
12 H 1.60525 1.58878 1.62565
13 H 0.38609 2.28420 0.55041
14 H 1.51694 -0.70271 -1.50347
15 H 0.95859 0.98141 -1.68142
16 H 2.46054 0.63612 -0.84893
17 H -0.09724 1.28803 1.94262
18 H -0.33452 -2.00745 -1.51048
19 H -1.28196 -3.07003 -0.31519

The LUMO energy (alpha / beta) is 0.29 / 0.29 eV. Its HOMO energy (alpha / beta) is -6.8 / -6.8 eV. As for the net charge: 0. As for the orbital gap (alpha / beta): 7.073 / 7.071 eV. The multiplicity is 1.



M values (in g mol⁻¹) by entry order: 101.13, 100.12, 107.20, 105.05, 57.10, 122.11, 85.11, 466.40, 113.16.
ΔE to the lowest compared entry with this formula, charge and spin values (in eV) by entry order: 6.009, 1.752, 2.557, 4.922, 4.925, 2.146, 3.133, 2.021, 5.579.